C12H23N3PS3Sr | ωB97M-V/def2-TZVPD

Geometry as ORCA input:
```
! wB97M-V def2-TZVPD RIJCOSX def2/J DEFGRID3
* xyz -1 1
Sr -0.172 -1.175 -2.154
C 3.309 -1.489 3.385
C 4.305 -2.343 2.705
S 2.621 -0.655 -2.089
C 1.905 0.554 -0.937
C 1.199 -0.001 0.325
S 1.375 -1.808 0.461
C 0.136 -2.060 1.764
C 0.480 -1.570 3.159
S 1.856 -2.434 3.961
H 2.914 -0.726 2.707
H 3.747 -0.972 4.240
H 3.984 -3.008 1.915
H 5.361 -2.134 2.815
H 1.163 1.160 -1.470
H 2.689 1.245 -0.630
H 0.124 0.216 0.280
H 1.573 0.491 1.223
H -0.019 -3.140 1.792
H -0.803 -1.601 1.448
H -0.391 -1.711 3.799
H 0.690 -0.499 3.168
C -3.235 2.131 -2.083
P -1.421 1.946 -1.953
C -0.834 3.125 -3.229
C -1.081 2.918 -0.439
H -3.526 3.184 -2.112
H -3.688 1.657 -1.213
H -3.598 1.629 -2.980
H -1.265 4.117 -3.074
H -1.106 2.770 -4.223
H 0.254 3.199 -3.183
H -1.513 3.918 -0.519
H -0.003 3.004 -0.291
H -1.514 2.400 0.416
C -0.580 -3.095 -3.820
H -1.480 -3.736 -3.830
H 0.121 -3.677 -4.445
N -2.503 -1.459 -0.934
C -2.664 -0.702 -0.053
N -2.870 0.270 0.779
C -2.804 0.070 2.083
N -2.734 -0.011 3.238
*
```

Computed properties:
LUMO energy (alpha / beta) (eV): 2.3 / 2.5
ΔE to the lowest compared entry with this formula, charge and spin (kcal per mole): 7.3
HOMO level (alpha / beta) (eV): -3.809 / -4.753

C12H23N4O5S | ωB97M-V/def2-TZVPD

Geometry as ORCA input:
```
! wB97M-V def2-TZVPD RIJCOSX def2/J DEFGRID3
* xyz 1 1
N 3.041 -4.316 1.423
C 3.137 -3.207 0.804
N 3.283 -3.241 -0.610
N 3.051 -1.993 1.530
C 3.575 -0.794 0.845
C 2.469 0.177 0.355
C 1.868 -0.174 -1.038
C 0.333 0.073 -1.094
S -0.639 -1.306 -0.378
C -1.841 -0.536 0.717
C -2.877 -1.649 1.160
C -4.307 -1.419 0.591
O -3.315 -2.480 0.122
O 0.314 -2.189 0.613
N -0.032 -3.630 0.487
O -0.570 -3.965 1.430
H 2.915 -4.126 2.420
H 2.333 -3.222 -0.985
H 3.628 -4.162 -0.870
H 3.538 -2.124 2.408
H 4.146 -0.224 1.598
H 4.295 -1.019 0.045
H 2.927 1.177 0.268
H 1.668 0.292 1.105
H 2.047 -1.208 -1.361
H 2.351 0.463 -1.795
H 0.091 1.039 -0.628
H 0.050 0.091 -2.159
H -2.432 0.223 0.195
H -1.426 -0.215 1.680
H -2.796 -2.049 2.179
H -4.396 -0.761 -0.276
H -5.083 -2.170 0.746
O -0.839 2.642 1.039
C -1.163 3.311 0.094
O -0.289 3.731 -0.845
C -0.958 4.602 -1.782
C -2.430 4.246 -1.669
C -2.549 3.840 -0.205
H -0.756 5.636 -1.499
H -0.566 4.429 -2.782
H -3.092 5.060 -1.958
H -2.655 3.388 -2.308
H -2.748 4.695 0.442
H -3.301 3.069 -0.055
*
```

Computed properties:
LUMO energy (eV): -4.4
HOMO level (eV): -11.822

C12H23NO8W | ωB97M-V/def2-TZVPD

Geometry as ORCA input:
```
! wB97M-V def2-TZVPD RIJCOSX def2/J DEFGRID3
* xyz 4 1
W -0.073 0.251 -0.213
O -0.002 -1.344 1.159
C 0.492 -2.641 0.604
C -0.468 -2.961 -0.503
N -0.515 -1.802 -1.491
C -1.901 -1.701 -2.040
C -2.804 -0.941 -1.115
O -3.930 -0.796 -0.976
O -1.862 -0.048 -0.219
C 0.439 -2.026 -2.613
C 1.595 -1.081 -2.641
O 2.579 -0.892 -3.165
O 1.195 0.071 -1.452
H -0.756 -1.475 1.766
H 0.510 -3.385 1.401
H 1.517 -2.438 0.293
H -1.472 -3.090 -0.093
H -0.210 -3.892 -1.013
H -2.335 -2.688 -2.224
H -1.906 -1.148 -2.983
H -0.048 -1.911 -3.586
H 0.870 -3.031 -2.598
C 0.060 2.378 -2.658
O -0.495 1.948 -1.314
C -1.145 3.135 -0.659
C -1.681 2.650 0.664
O -0.627 1.719 1.156
C 0.320 2.273 2.167
C 1.259 1.123 2.380
O 1.582 0.637 1.016
C 2.982 1.039 0.548
H -0.695 3.016 -3.107
H 0.197 1.480 -3.246
H 0.993 2.904 -2.477
H -1.931 3.496 -1.320
H -0.354 3.879 -0.563
H -2.593 2.065 0.602
H -1.798 3.457 1.387
H -0.261 2.524 3.055
H 0.791 3.157 1.737
H 0.796 0.293 2.909
H 2.180 1.404 2.887
H 3.610 1.000 1.432
H 2.919 2.037 0.126
H 3.279 0.293 -0.177
*
```

Computed properties:
LUMO energy (eV): -16.9
HOMO level (eV): -25.449

C12H23O5P | ωB97M-V/def2-TZVPD

Geometry as ORCA input:
```
! wB97M-V def2-TZVPD RIJCOSX def2/J DEFGRID3
* xyz 0 1
C -2.801 -5.286 -1.286
O -2.796 -4.370 -2.465
C -1.497 -3.671 -2.554
C -1.537 -2.389 -1.524
C -0.875 -1.104 -2.306
C -1.478 0.353 -1.818
C -0.882 0.830 -0.330
C -0.553 2.430 -0.465
C 0.293 3.076 0.782
C 1.476 2.119 1.392
P 1.104 1.136 3.031
O 1.749 2.022 4.407
O -0.641 1.158 3.282
C 2.512 1.337 0.390
C 3.930 1.482 1.236
O 3.972 2.940 1.526
C 2.567 3.266 1.930
O 2.352 4.401 2.601
H -3.776 -5.943 -1.329
H -2.845 -4.684 -0.264
H -1.873 -6.022 -1.281
H -1.284 -3.372 -3.668
H -0.649 -4.403 -2.213
H -2.635 -2.129 -1.148
H -0.852 -2.659 -0.613
H -1.110 -1.181 -3.469
H 0.315 -1.061 -2.231
H -1.091 1.145 -2.622
H -2.651 0.414 -1.845
H 0.045 0.144 -0.131
H -1.724 0.563 0.443
H -1.610 2.986 -0.469
H -0.056 2.708 -1.504
H -0.411 3.383 1.676
H 0.834 4.048 0.355
H 1.725 1.466 5.239
H -0.853 1.108 4.269
H 2.509 1.559 -0.760
H 2.243 0.197 0.620
H 3.959 1.026 2.339
H 4.897 0.977 0.774
*
```

Computed properties:
LUMO energy (eV): 0.4
Structure (SMILES): COCCCCCCC[C@@]1(P(O)O)CCOC1=O
ΔE to the lowest compared entry with this formula, charge and spin (kcal per mole): 90.8
HOMO level (eV): -8.834

C12H24BNO | ωB97M-V/def2-TZVPD

Geometry as ORCA input:
```
! wB97M-V def2-TZVPD RIJCOSX def2/J DEFGRID3
* xyz 0 1
B -1.281 -1.417 -0.752
C -2.507 1.586 0.767
C -1.024 1.890 0.617
C -2.908 0.587 -0.270
C -0.594 0.804 -0.399
C 0.531 -0.121 -0.143
C -2.042 -2.792 -0.897
C -0.034 -0.918 2.260
C 2.256 -1.264 1.395
C 1.190 0.203 -2.564
C 2.398 1.498 -0.762
C 1.120 -0.279 1.368
C 1.695 0.170 -1.089
N -1.691 -0.124 -0.499
O 0.044 -1.392 -0.571
H -2.608 1.241 1.707
H -3.179 2.554 0.658
H -0.617 2.830 0.207
H -0.433 1.584 1.474
H -3.812 -0.078 -0.009
H -3.177 1.214 -1.034
H -0.701 1.297 -1.339
H -2.068 -3.345 0.053
H -1.706 -3.514 -1.620
H -3.176 -2.750 -1.234
H -0.007 -2.015 2.215
H -0.936 -0.587 1.913
H 0.053 -0.470 3.299
H 2.007 -2.269 0.922
H 2.532 -1.563 2.514
H 3.247 -0.886 1.000
H 0.934 1.188 -2.865
H 0.256 -0.482 -2.727
H 2.038 -0.207 -3.128
H 1.609 2.269 -0.508
H 2.689 1.898 -1.712
H 3.149 1.404 0.048
H 1.432 0.768 1.791
H 2.374 -0.630 -1.200
*
```

Computed properties:
LUMO energy (eV): 0.7
Structure (SMILES): CB1OC(C(C)C)(C(C)C)[C@@H]2CCCN12
ΔE to the lowest compared entry with this formula, charge and spin (kcal per mole): 2.8
HOMO level (eV): -8.546

C12H24Br12 | ωB97M-V/def2-TZVPD

Geometry as ORCA input:
```
! wB97M-V def2-TZVPD RIJCOSX def2/J DEFGRID3
* xyz 0 1
Br 2.141 -3.428 3.224
C 2.879 -1.819 3.991
C 3.175 -0.687 2.908
Br 4.582 -1.198 1.583
H 3.746 -2.301 4.443
H 2.289 -1.430 4.821
H 3.514 0.258 3.332
H 2.280 -0.448 2.334
Br -3.252 -2.961 1.842
C -2.441 -4.696 2.332
C -0.966 -4.549 2.068
Br -0.031 -6.202 2.583
H -2.722 -5.590 1.776
H -2.786 -4.754 3.364
H -0.561 -3.752 2.692
H -0.723 -4.451 1.010
Br -3.232 5.498 -1.758
C -2.394 3.778 -2.481
C -0.849 3.989 -2.733
Br -0.031 2.269 -3.279
H -3.016 3.359 -3.272
H -2.519 3.063 -1.667
H -0.223 4.311 -1.900
H -0.779 4.705 -3.552
Br -0.508 -1.217 -3.903
C -2.284 -0.544 -4.666
C -3.461 -1.021 -3.778
Br -3.636 0.026 -2.143
H -2.285 -0.905 -5.694
H -2.212 0.540 -4.748
H -3.280 -2.062 -3.508
H -4.374 -0.953 -4.368
Br 3.142 4.118 3.486
C 2.423 3.612 1.681
C 3.710 3.418 0.863
Br 3.253 3.070 -1.057
H 1.797 4.377 1.223
H 1.838 2.695 1.763
H 4.194 2.576 1.358
H 4.287 4.340 0.936
Br -0.668 1.617 0.552
C 0.028 0.018 -0.433
C -0.313 -1.324 0.190
Br 0.570 -2.689 -0.925
H 1.106 0.167 -0.375
H -0.185 0.115 -1.497
H -1.374 -1.574 0.204
H 0.146 -1.363 1.178
*
```

Computed properties:
LUMO energy (eV): 0.2
Structure (SMILES): BrCCBr.BrCCBr.BrCCBr.BrCCBr.BrCCBr.BrCCBr
ΔE to the lowest compared entry with this formula, charge and spin (kcal per mole): 29.1
HOMO level (eV): -9.966

C12H24Cl24 | ωB97M-V/def2-TZVPD

Geometry as ORCA input:
```
! wB97M-V def2-TZVPD RIJCOSX def2/J DEFGRID3
* xyz 0 1
C -0.128 -0.140 -4.893
Cl -1.119 -0.950 -6.119
Cl -1.031 1.243 -4.224
H 0.051 -0.868 -4.115
H 0.778 0.233 -5.335
C -0.487 -3.623 4.690
Cl -1.513 -2.317 4.041
Cl -1.206 -5.218 4.471
H 0.469 -3.643 4.209
H -0.373 -3.407 5.730
C 1.154 3.812 -2.217
Cl -0.505 4.369 -1.818
Cl 1.749 4.665 -3.543
H 1.753 3.973 -1.344
H 0.991 2.800 -2.534
C -4.666 2.207 -2.671
Cl -6.360 1.772 -2.457
Cl -3.769 2.275 -1.092
H -4.077 1.434 -3.186
H -4.557 3.155 -3.163
C -3.942 -1.391 -1.127
Cl -2.997 -1.337 0.429
Cl -3.057 -1.007 -2.621
H -4.245 -2.434 -1.244
H -4.829 -0.696 -1.023
C 4.724 1.397 2.317
Cl 3.332 1.187 3.400
Cl 5.354 -0.101 1.609
H 4.509 2.104 1.531
H 5.562 1.838 2.910
C 4.183 -0.772 -1.555
Cl 3.758 -2.026 -2.713
Cl 3.992 0.863 -2.199
H 3.536 -0.836 -0.758
H 5.219 -0.964 -1.289
C 2.424 -2.866 1.597
Cl 1.091 -1.887 2.178
Cl 3.502 -3.402 2.906
H 1.984 -3.752 1.054
H 2.942 -2.342 0.801
C 0.106 0.460 -0.659
Cl 0.776 -1.042 -1.324
Cl 1.444 1.266 0.164
H -0.293 1.117 -1.458
H -0.704 0.184 0.042
C -1.941 2.200 3.614
Cl -0.797 1.018 2.935
Cl -3.428 2.305 2.581
H -2.276 1.798 4.529
H -1.458 3.196 3.623
C -1.895 -5.315 -1.036
Cl -1.126 -6.327 0.173
Cl -0.778 -4.232 -1.946
H -2.272 -5.995 -1.782
H -2.697 -4.771 -0.553
C 0.580 4.043 2.015
Cl -0.037 5.032 3.389
Cl 2.149 4.577 1.465
H 0.598 3.044 2.429
H -0.149 4.095 1.164
*
```

Computed properties:
LUMO energy (eV): 0.4
Structure (SMILES): ClCCl.ClCCl.ClCCl.ClCCl.ClCCl.ClCCl.ClCCl.ClCCl.ClCCl.ClCCl.ClCCl.ClCCl
ΔE to the lowest compared entry with this formula, charge and spin (kcal per mole): 0.0
HOMO level (eV): -10.647

C12H24ClNiO9 | ωB97M-V/def2-TZVPD

Geometry as ORCA input:
```
! wB97M-V def2-TZVPD RIJCOSX def2/J DEFGRID3
* xyz 1 3
Ni -0.406 -3.422 0.475
Cl 1.255 -2.584 -1.049
C -5.014 -0.849 3.167
C -3.692 -1.216 2.504
O -3.581 -0.610 1.225
C -2.548 -0.838 0.463
O -1.611 -1.570 0.786
O -2.714 -0.326 -0.731
C -1.549 -0.244 -1.572
H -5.272 0.201 3.061
H -4.941 -1.146 4.212
H -5.811 -1.457 2.737
H -3.460 -2.282 2.564
H -2.852 -0.759 3.043
H -0.685 0.241 -1.107
H -1.696 0.385 -2.443
H -1.268 -1.291 -1.679
C 2.001 5.955 -4.761
C 2.056 4.506 -5.193
O 2.051 3.663 -4.008
C 1.937 2.336 -4.175
O 1.801 1.807 -5.237
O 1.990 1.748 -2.982
C 1.778 0.359 -2.948
H 3.037 6.251 -4.568
H 1.574 6.158 -3.780
H 1.564 6.534 -5.570
H 2.843 4.312 -5.920
H 1.137 4.193 -5.695
H 2.381 -0.255 -3.618
H 0.740 0.171 -3.248
H 1.844 -0.059 -1.947
C -0.363 -0.085 3.949
C -0.182 -1.528 4.342
O 1.188 -1.864 4.017
C 1.542 -2.473 2.930
O 0.776 -2.822 2.037
O 2.809 -2.793 2.954
C 3.297 -3.679 1.948
H -1.316 0.231 4.390
H -0.441 0.108 2.880
H 0.369 0.604 4.366
H -0.875 -2.174 3.803
H -0.086 -1.675 5.416
H 2.892 -4.684 2.054
H 4.381 -3.773 1.972
H 3.121 -3.306 0.938
*
```

Computed properties:
LUMO energy (alpha / beta) (eV): -5.4 / -6.4
ΔE to the lowest compared entry with this formula, charge and spin (kcal per mole): 29.4
HOMO level (alpha / beta) (eV): -12.494 / -12.494

C12H24FO12Rb | ωB97M-V/def2-TZVPD

Geometry as ORCA input:
```
! wB97M-V def2-TZVPD RIJCOSX def2/J DEFGRID3
* xyz 0 1
Rb -1.340 -1.442 0.829
F -0.396 -4.024 4.886
C 5.141 4.631 1.683
O 4.553 4.023 2.850
C 3.364 3.573 2.754
O 2.659 3.453 1.760
O 3.095 3.053 3.945
C 1.798 2.696 4.283
H 6.227 4.728 1.697
H 4.668 5.602 1.537
H 4.898 4.115 0.754
H 1.756 1.839 4.955
H 1.260 2.336 3.406
H 1.378 3.535 4.837
C -1.278 -0.481 -6.313
O 0.134 -0.164 -6.312
C 0.630 0.383 -5.315
O 0.061 0.775 -4.273
O 1.985 0.525 -5.614
C 2.834 0.842 -4.507
H -1.762 -0.042 -5.441
H -1.403 -1.561 -6.395
H -1.800 -0.141 -7.207
H 2.573 0.296 -3.600
H 2.557 1.857 -4.222
H 3.914 0.957 -4.588
C -4.278 5.008 4.850
O -5.091 4.007 5.480
C -5.098 2.865 4.851
O -4.568 2.564 3.723
O -5.923 2.128 5.573
C -6.202 0.752 5.272
H -3.229 4.982 5.143
H -4.659 5.991 5.130
H -4.477 5.056 3.779
H -6.766 0.745 4.339
H -6.720 0.276 6.105
H -5.250 0.291 5.010
C 3.007 -5.688 -1.508
O 2.324 -6.534 -2.511
C 1.119 -6.251 -2.926
O 0.386 -5.281 -2.740
O 0.816 -7.248 -3.751
C -0.423 -7.148 -4.429
H 2.734 -5.999 -0.500
H 2.837 -4.637 -1.743
H 4.083 -5.709 -1.680
H -1.250 -7.045 -3.726
H -0.510 -8.112 -4.928
H -0.365 -6.380 -5.201
*
```

Computed properties:
LUMO energy (eV): -1.4
ΔE to the lowest compared entry with this formula, charge and spin (kcal per mole): 143.2
HOMO level (eV): -5.867

C12H24IrO6 | ωB97M-V/def2-TZVPD

Geometry as ORCA input:
```
! wB97M-V def2-TZVPD RIJCOSX def2/J DEFGRID3
* xyz 4 6
Ir -0.025 -0.002 -0.005
C -2.388 0.264 2.274
C -1.135 0.714 3.053
O -0.196 1.237 2.119
C 0.191 2.581 2.256
C 0.819 3.104 0.975
O 0.355 2.342 -0.136
C 0.640 2.913 -1.432
C 0.139 1.927 -2.465
O 0.588 0.598 -2.087
C 1.556 -0.082 -2.893
C 2.498 -0.883 -1.967
O 1.723 -1.462 -0.924
C 1.725 -2.854 -0.772
C 0.431 -3.357 -0.139
O -0.546 -2.330 -0.073
C -1.808 -2.760 0.487
C -2.714 -1.549 0.576
O -1.929 -0.468 1.138
H -2.972 1.136 1.960
H -3.009 -0.352 2.929
H -0.672 -0.176 3.504
H -1.394 1.438 3.827
H 0.907 2.666 3.104
H -0.681 3.188 2.562
H 1.917 3.094 1.020
H 0.531 4.157 0.866
H 1.713 3.110 -1.520
H 0.116 3.863 -1.559
H 0.489 2.198 -3.461
H -0.952 1.904 -2.472
H 2.155 0.618 -3.477
H 1.042 -0.766 -3.575
H 3.209 -0.190 -1.492
H 3.048 -1.630 -2.541
H 2.590 -3.135 -0.122
H 1.936 -3.343 -1.736
H 0.604 -3.787 0.857
H 0.068 -4.190 -0.761
H -1.643 -3.200 1.475
H -2.269 -3.519 -0.150
H -3.588 -1.774 1.187
H -3.070 -1.243 -0.410
*
```

Computed properties:
LUMO energy (alpha / beta) (eV): -14.1 / -19.0
HOMO level (alpha / beta) (eV): -24.197 / -24.031